# 1
Entry from the Open Molecules 2025 dataset: a structure of composition F3H4HfO2Pb (ωB97M-V with the def2-TZVPD basis set).

Computed properties:
HOMO-LUMO gap (alpha / beta) in eV: 5.69 / 5.14
Energy relative to the best compared isomer or geometry (same formula, charge and spin) in kcal per mole: 0.0
Largest force on an atom in eV Å⁻¹: 6.344
Calculated total energy in Eh: -691.2089
2S+1: 2
Total charge: +4

CARTESIAN COORDINATES (ANGSTROEM)
Pb1 -17.48615 3.83213 -42.06290
Hf1 -16.91011 7.46707 -38.73348
F1 -18.91164 6.17843 -38.43962
F2 -17.19538 6.09475 -40.71448
F3 -14.79742 7.50769 -39.76183
O1 -18.97553 3.62323 -39.81720
H1 -19.08874 2.97459 -39.12244
H2 -18.99395 4.46610 -39.36391
O2 -14.92370 7.58085 -42.59947
H3 -14.69703 7.31416 -41.70855
H4 -15.74037 8.07068 -42.50290

***

# 2
Entry from the Open Molecules 2025 dataset: the molecule C21H20N6O3S (ωB97M-V with the def2-TZVPD basis set).

Computed properties:
Structure (SMILES): CCOc1ccc(-n2c(Cc3cc(=O)[nH]c(=O)[nH]3)nnc2SCc2cccnc2)cc1
HOMO-LUMO gap in eV: 9.13
Energy relative to the best compared isomer or geometry (same formula, charge and spin) in kcal per mole: 0.0
Largest force on an atom in eV Å⁻¹: 1.009
Calculated total energy in Eh: -1764.7449
2S+1: 1
Total charge: 0

CARTESIAN COORDINATES (ANGSTROEM)
C1 -0.90446 -6.86780 0.78288
C2 -2.16876 -6.29352 0.15160
H1 -2.71376 -7.08432 -0.37078
H2 -2.83030 -5.86416 0.91321
O1 -1.88759 -5.34170 -0.85909
C3 -1.51383 -4.08557 -0.52976
C4 -1.19866 -3.25407 -1.61024
C5 -0.82034 -1.94654 -1.40906
C6 -0.74219 -1.44189 -0.11410
C7 -1.05932 -2.25389 0.96409
C8 -1.44287 -3.56641 0.76145
H3 -1.68596 -4.16824 1.62170
H4 -1.00389 -1.85963 1.96724
N1 -0.35434 -0.10474 0.10089
C9 -1.02680 0.85398 0.81749
N2 -0.38121 1.98678 0.78859
N3 0.72584 1.79686 0.05553
C10 0.75456 0.55889 -0.35531
C11 1.84422 -0.05284 -1.16115
C12 3.21475 0.26896 -0.61914
C13 4.22377 -0.62650 -0.63048
C14 5.54056 -0.25970 -0.14876
O2 6.51337 -0.97848 -0.11247
N4 5.61782 1.05810 0.29849
C15 4.60717 1.98934 0.34623
O3 4.75438 3.10443 0.77788
N5 3.40591 1.53377 -0.15520
H5 2.58326 2.14036 -0.07365
H6 6.51885 1.36255 0.64965
H7 4.09547 -1.62944 -0.99822
H8 1.79026 0.34104 -2.18287
H9 1.71044 -1.13446 -1.20526
S1 -2.54358 0.56192 1.59983
C16 -3.04351 2.30725 1.85982
C17 -3.23964 2.99845 0.55279
C18 -2.40439 4.03402 0.14984
C19 -2.61358 4.61680 -1.08912
C20 -3.64631 4.13609 -1.87963
N6 -4.44275 3.14728 -1.50836
C21 -4.24170 2.59634 -0.32689
H10 -4.90953 1.78341 -0.06728
H11 -3.84817 4.55394 -2.85712
H12 -1.98314 5.42111 -1.43439
H13 -1.60121 4.36384 0.79065
H14 -2.26247 2.77945 2.45296
H15 -3.97012 2.23707 2.42984
H16 -0.60283 -1.30838 -2.25224
H17 -1.26961 -3.66202 -2.60549
H18 -0.33252 -6.09480 1.29033
H19 -1.17280 -7.63668 1.50178
H20 -0.27671 -7.30894 0.01289

***

# 3
Entry from the Open Molecules 2025 dataset: a structure of composition C36H29N9OS4W (ωB97M-V with the def2-TZVPD basis set).

Computed properties:
HOMO-LUMO gap (alpha / beta) in eV: 6.07 / 5.69
Energy relative to the best compared isomer or geometry (same formula, charge and spin) in kcal per mole: 13.5
Largest force on an atom in eV Å⁻¹: 0.632
Calculated total energy in Eh: -3617.2357
2S+1: 3
Total charge: 0

CARTESIAN COORDINATES (ANGSTROEM)
W1 0.88752 -1.00628 -0.08606
C1 -0.42675 0.66663 -4.15161
C2 0.42535 0.17674 -3.01088
N1 -0.11008 -0.48185 -2.01218
N2 -1.47970 -0.68938 -2.17657
C3 -2.02017 -1.44787 -1.29814
S1 -1.21764 -2.18572 0.04035
S2 -3.73372 -1.83034 -1.55392
C4 -4.41850 -1.17653 0.01348
C5 -4.48904 0.32247 0.01051
C6 -5.64125 0.98551 -0.39734
C7 -5.69097 2.37113 -0.41322
C8 -4.58573 3.11249 -0.01881
C9 -3.43123 2.45748 0.38633
C10 -3.38216 1.07113 0.39361
C11 1.86024 0.46003 -3.10097
C12 2.32478 1.35809 -4.08288
C13 3.66262 1.60169 -4.29140
C14 4.60733 0.91116 -3.53045
C15 4.19182 0.02586 -2.56520
C16 2.82662 -0.19286 -2.30869
O1 2.52178 -1.00399 -1.31762
H1 -1.45195 0.34117 -4.04517
H2 -0.01922 0.30059 -5.09487
H3 -0.40218 1.75657 -4.18617
H4 -3.81236 -1.55488 0.83636
H5 -5.41159 -1.61847 0.08614
H6 -6.50956 0.41045 -0.69672
H7 -6.59809 2.87312 -0.72315
H8 -4.63057 4.19386 -0.01442
H9 -2.56917 3.02448 0.71960
H10 -2.47766 0.56640 0.71664
H11 1.61290 1.88193 -4.70217
H12 3.97244 2.30717 -5.04965
H13 5.66513 1.07112 -3.69593
H14 4.89995 -0.51756 -1.95216
N3 4.11567 -2.52690 2.27757
C17 4.08877 -1.33509 2.96879
C18 3.10566 -0.58599 2.39659
N4 2.54517 -1.30033 1.37291
C19 3.16522 -2.46345 1.32634
C20 2.62883 -3.45167 0.42498
N5 1.54071 -3.12667 -0.24594
C21 1.16024 -4.22790 -0.96140
C22 2.03610 -5.23939 -0.70931
N6 2.96612 -4.73159 0.17237
H15 4.69266 -3.31800 2.50071
H16 4.74259 -1.14366 3.79847
H17 2.72404 0.37917 2.67734
H18 0.27648 -4.22053 -1.57350
H19 2.07765 -6.25333 -1.05960
H20 3.72073 -5.24804 0.58741
S3 0.34802 -3.08341 2.65598
C23 -0.99507 -2.16184 3.21042
C24 -1.97861 -2.76859 4.01304
C25 -3.08514 -2.08416 4.47663
C26 -4.05233 -2.77165 5.28973
N7 -4.82468 -3.32068 5.93923
C27 -3.25648 -0.72905 4.15428
C28 -2.30068 -0.11322 3.35868
C29 -1.19354 -0.80139 2.87546
S4 -0.06225 0.15203 1.90184
C30 -4.39518 0.01670 4.60297
N8 -5.30846 0.62905 4.93941
H21 -1.85385 -3.81036 4.27221
H22 -2.42617 0.93158 3.10720
C31 2.17886 5.38458 -0.82870
C32 1.86876 3.93539 -0.60420
C33 0.57795 3.43479 -0.71819
C34 0.34013 2.09087 -0.51202
N9 1.31850 1.22528 -0.21623
C35 2.56445 1.69986 -0.09225
C36 2.87302 3.03014 -0.27241
H23 1.27892 5.95437 -1.04983
H24 2.87397 5.49860 -1.66174
H25 2.65233 5.81562 0.05383
H26 -0.25020 4.08524 -0.96520
H27 -0.65878 1.68252 -0.58482
H28 3.33166 0.97357 0.14186
H29 3.89904 3.35603 -0.16759

***

Copy entry 2 word for word.
Entry from the Open Molecules 2025 dataset: the molecule C21H20N6O3S (ωB97M-V with the def2-TZVPD basis set).

Computed properties:
Structure (SMILES): CCOc1ccc(-n2c(Cc3cc(=O)[nH]c(=O)[nH]3)nnc2SCc2cccnc2)cc1
HOMO-LUMO gap in eV: 9.13
Energy relative to the best compared isomer or geometry (same formula, charge and spin) in kcal per mole: 0.0
Largest force on an atom in eV Å⁻¹: 1.009
Calculated total energy in Eh: -1764.7449
2S+1: 1
Total charge: 0

CARTESIAN COORDINATES (ANGSTROEM)
C1 -0.90446 -6.86780 0.78288
C2 -2.16876 -6.29352 0.15160
H1 -2.71376 -7.08432 -0.37078
H2 -2.83030 -5.86416 0.91321
O1 -1.88759 -5.34170 -0.85909
C3 -1.51383 -4.08557 -0.52976
C4 -1.19866 -3.25407 -1.61024
C5 -0.82034 -1.94654 -1.40906
C6 -0.74219 -1.44189 -0.11410
C7 -1.05932 -2.25389 0.96409
C8 -1.44287 -3.56641 0.76145
H3 -1.68596 -4.16824 1.62170
H4 -1.00389 -1.85963 1.96724
N1 -0.35434 -0.10474 0.10089
C9 -1.02680 0.85398 0.81749
N2 -0.38121 1.98678 0.78859
N3 0.72584 1.79686 0.05553
C10 0.75456 0.55889 -0.35531
C11 1.84422 -0.05284 -1.16115
C12 3.21475 0.26896 -0.61914
C13 4.22377 -0.62650 -0.63048
C14 5.54056 -0.25970 -0.14876
O2 6.51337 -0.97848 -0.11247
N4 5.61782 1.05810 0.29849
C15 4.60717 1.98934 0.34623
O3 4.75438 3.10443 0.77788
N5 3.40591 1.53377 -0.15520
H5 2.58326 2.14036 -0.07365
H6 6.51885 1.36255 0.64965
H7 4.09547 -1.62944 -0.99822
H8 1.79026 0.34104 -2.18287
H9 1.71044 -1.13446 -1.20526
S1 -2.54358 0.56192 1.59983
C16 -3.04351 2.30725 1.85982
C17 -3.23964 2.99845 0.55279
C18 -2.40439 4.03402 0.14984
C19 -2.61358 4.61680 -1.08912
C20 -3.64631 4.13609 -1.87963
N6 -4.44275 3.14728 -1.50836
C21 -4.24170 2.59634 -0.32689
H10 -4.90953 1.78341 -0.06728
H11 -3.84817 4.55394 -2.85712
H12 -1.98314 5.42111 -1.43439
H13 -1.60121 4.36384 0.79065
H14 -2.26247 2.77945 2.45296
H15 -3.97012 2.23707 2.42984
H16 -0.60283 -1.30838 -2.25224
H17 -1.26961 -3.66202 -2.60549
H18 -0.33252 -6.09480 1.29033
H19 -1.17280 -7.63668 1.50178
H20 -0.27671 -7.30894 0.01289